Entry 1:
{
  "formula": "C5H13NO3",
  "method": "ωB97M-V/def2-TZVPD",
  "orbital_gap_ev": 10.746,
  "multiplicity": 1,
  "e_lumo_ev": 0.809,
  "e_tot_ha": -478.746490,
  "elements": ["O", "C", "N", "C", "C", "C", "C", "H", "H", "H", "H", "H", "H", "H", "H", "H", "H", "H", "O", "H", "H", "O"],
  "coordinates": [[-1.368, 1.566, 2.067], [-1.678, 1.457, 0.884], [-0.906, 0.791, 0.004], [-1.259, 0.413, -1.370], [-0.982, -1.069, -1.527], [0.509, -1.374, -1.425], [1.344, -0.780, -2.260], [-2.593, 1.902, 0.535], [0.023, 0.486, 0.274], [-2.181, 0.827, -1.822], [-0.676, 1.106, -2.087], [-1.289, -1.482, -2.478], [-1.572, -1.735, -0.900], [0.907, -2.038, -0.660], [1.211, -0.227, -3.216], [2.400, -0.975, -2.118], [1.011, 1.738, 3.739], [0.326, 0.834, 2.841], [1.054, 0.798, 3.492], [1.438, -1.376, 1.973], [2.094, -0.041, 2.322], [2.187, -0.821, 1.733]],
  "forces_ev_per_angstrom": [[0.058, 0.190, -0.197], [1.328, -0.701, 1.021], [-1.072, 0.386, -0.975], [0.807, 2.059, -1.430], [0.251, -1.078, -0.701], [-0.717, 0.759, -0.314], [1.606, -0.428, -0.860], [-0.582, 0.041, -0.630], [-0.139, 0.037, 0.306], [-0.678, -0.865, 1.540], [0.389, -1.655, 0.960], [-0.141, 0.514, -0.803], [-0.037, 0.542, 0.822], [-0.150, 0.292, 0.014], [-0.788, -0.120, 1.121], [0.138, -0.089, 0.089], [0.431, -0.355, 0.342], [-0.240, -0.343, 0.154], [-0.589, 1.112, -0.230], [0.115, -0.029, 0.124], [0.061, -0.544, -0.129], [-0.050, 0.273, -0.223]],
  "lowdin_charge": [-0.01, -0.32, 0.05, -0.21, -0.20, -0.18, -0.01, 0.13, 0.13, 0.12, 0.13, 0.10, 0.11, 0.10, 0.08, 0.05, 0.07, 0.01, -0.08, 0.02, 0.00, -0.09]
}



Entry 2:
{
  "formula": "C15H11NO3S",
  "method": "ωB97M-V/def2-TZVPD",
  "orbital_gap_ev": 9.291,
  "multiplicity": 1,
  "e_lumo_ev": 0.576,
  "e_tot_ha": -1256.894046,
  "elements": ["O", "C", "O", "H", "C", "C", "C", "C", "C", "C", "O", "C", "C", "N", "C", "C", "C", "C", "C", "C", "S", "H", "H", "H", "H", "H", "H", "H", "H", "H", "H"],
  "coordinates": [[-3.576, -1.847, -1.565], [-3.701, -0.705, -1.205], [-4.546, 0.136, -1.838], [-4.973, -0.337, -2.569], [-3.014, -0.059, -0.067], [-3.505, 1.136, 0.451], [-2.897, 1.746, 1.530], [-1.782, 1.156, 2.103], [-1.273, -0.027, 1.600], [-1.872, -0.652, 0.508], [-1.440, -1.804, -0.046], [-0.240, -2.383, 0.386], [0.961, -1.543, 0.102], [0.951, -0.418, -0.492], [2.200, 0.121, -0.614], [2.508, 1.338, -1.212], [3.826, 1.741, -1.253], [4.837, 0.953, -0.707], [4.553, -0.258, -0.106], [3.232, -0.669, -0.062], [2.557, -2.122, 0.619], [5.334, -0.870, 0.318], [5.860, 1.293, -0.753], [4.081, 2.683, -1.715], [1.714, 1.936, -1.630], [-0.164, -3.321, -0.176], [-0.270, -2.635, 1.458], [-0.399, -0.455, 2.065], [-1.299, 1.619, 2.950], [-3.287, 2.671, 1.924], [-4.377, 1.576, -0.005]],
  "forces_ev_per_angstrom": [[-0.037, 0.041, 0.000], [-0.136, -0.502, -0.351], [-0.237, 0.500, -0.117], [0.203, -0.155, 0.218], [0.220, -0.070, 0.132], [0.097, -0.095, -0.012], [-0.020, 0.101, 0.077], [-0.091, -0.034, -0.072], [0.059, -0.253, 0.019], [-0.377, 0.348, 0.054], [0.077, 0.050, -0.020], [-0.154, -0.277, 0.165], [0.726, -0.269, 0.175], [-1.020, 0.030, -0.260], [1.033, -0.195, 0.242], [-0.024, -0.061, 0.030], [-0.054, 0.086, -0.052], [0.110, -0.073, 0.055], [0.101, 0.004, 0.004], [-0.372, 0.069, -0.083], [-0.287, 0.329, -0.188], [0.127, -0.024, 0.029], [0.088, 0.031, -0.003], [0.018, 0.079, -0.040], [-0.090, 0.084, -0.058], [0.004, 0.135, 0.151], [-0.026, 0.040, -0.149], [0.090, -0.046, -0.002], [0.052, 0.026, 0.059], [-0.042, 0.074, 0.027], [-0.037, 0.027, -0.031]],
  "lowdin_charge": [0.12, -0.47, 0.09, 0.13, -0.05, -0.01, -0.08, -0.07, -0.01, -0.20, -0.01, -0.18, -0.55, 0.13, -0.30, -0.01, -0.09, -0.09, -0.10, -0.47, 1.08, 0.11, 0.10, 0.10, 0.11, 0.14, 0.13, 0.11, 0.11, 0.10, 0.12]
}



Entry 3:
{
  "formula": "C3H6N2OS",
  "method": "ωB97M-V/def2-TZVPD",
  "orbital_gap_ev": 9.375,
  "multiplicity": 1,
  "e_lumo_ev": 0.245,
  "e_tot_ha": -700.580279,
  "elements": ["C", "C", "C", "H", "H", "H", "H", "H", "H", "N", "N", "O", "S"],
  "coordinates": [[0.428, -1.132, -0.062], [1.328, -0.497, -1.289], [-0.365, 1.019, -0.210], [0.131, -0.041, 3.129], [0.881, -2.248, 0.469], [-0.737, -1.329, -0.844], [2.080, 0.158, -1.023], [1.602, -1.192, -2.011], [-0.711, 1.781, 0.398], [0.477, 0.287, 0.765], [-0.444, 1.084, -1.540], [0.290, 0.055, -2.155], [-0.884, -0.218, 1.995]],
  "forces_ev_per_angstrom": [[1.706, -0.387, -2.579], [-4.747, -2.740, -0.114], [1.738, 1.036, -2.169], [-2.369, -0.410, -2.098], [-1.495, 3.988, -1.349], [3.404, 0.419, 3.289], [1.319, 1.574, 0.709], [1.504, -1.817, -0.592], [-1.683, 1.987, 0.072], [-4.207, -5.293, -1.702], [0.636, -1.391, 3.926], [0.490, 1.634, 0.416], [3.703, 1.400, 2.192]],
  "lowdin_charge": [-0.23, -0.18, -0.33, -0.04, 0.17, 0.22, 0.09, 0.09, 0.06, -0.34, 0.07, -0.21, 0.64]
}